a) DFT (the ωB97M-V functional and the def2-TZVPD basis) results for 2 unconnected molecules or ions with the total composition C4H5N.

Geometry as XYZ:
```
10
Properties=species:S:1:pos:R:3
C 1.525 -0.279 0.671
C -0.068 -0.172 0.027
C -2.587 -0.254 0.028
C 1.026 0.758 -0.270
N 0.565 -1.273 0.376
H 2.099 -0.203 1.527
H -2.330 0.295 -1.030
H -2.716 -1.321 -0.119
H 1.234 1.821 0.162
H 1.251 0.628 -1.372
```

## Properties
LUMO level ... -0.5718 eV
Highest occupied orbital energy ... -8.046 eV
HOMO-LUMO gap ... 7.5 eV

---

b) DFT (the ωB97M-V functional and the def2-TZVPD basis) results for a molecular structure, C4H5N.

Geometry as XYZ:
```
10
Properties=species:S:1:pos:R:3
C -1.223 0.852 -1.820
C -0.340 0.630 -1.021
C 0.761 0.444 -0.140
C -0.137 -0.642 1.348
N 0.963 -0.713 0.578
H -2.006 1.041 -2.518
H 1.567 1.176 -0.189
H -0.873 -1.447 1.388
H -0.230 0.187 2.036
H 1.518 -1.527 0.338
```

## Properties
LUMO level (spin up / spin down) ... 0.2909 / 0.2874 eV
Highest occupied orbital energy (spin up / spin down) ... -7.478 / -7.477 eV
HOMO-LUMO gap (spin up / spin down) ... 7.8 / 7.8 eV

---

Bottom line: b), by a margin of 0.1567 hartree.

---

a) DFT (the ωB97M-V functional and the def2-TZVPD basis) results for C4H5N in the gas phase.

Geometry as XYZ:
```
10
Properties=species:S:1:pos:R:3
C -0.997 0.510 0.069
C -0.161 -0.868 -0.065
C -0.653 1.728 -0.006
C 1.298 -0.501 0.013
N 1.834 0.606 0.019
H -2.031 0.009 0.341
H -0.162 -1.401 -1.043
H -0.690 2.789 -0.291
H -0.340 -1.446 0.897
H 1.902 -1.425 0.066
```

## Properties
LUMO level (spin up / spin down) ... -0.0147 / 0.1502 eV
Highest occupied orbital energy (spin up / spin down) ... -8.156 / -9.202 eV
HOMO-LUMO gap (spin up / spin down) ... 8.1 / 9.4 eV

---

b) DFT (the ωB97M-V functional and the def2-TZVPD basis) results for C4H5N in the gas phase.

Geometry as XYZ:
```
10
Properties=species:S:1:pos:R:3
N 0.273 1.041 -0.077
C 1.365 0.097 -0.074
C 0.932 -1.192 -0.052
C -0.576 -1.015 0.049
C -0.876 0.442 -0.036
H 0.373 2.050 -0.122
H 2.357 0.539 -0.079
H -0.845 -1.336 1.071
H -1.196 -1.622 -0.619
H -1.807 0.997 -0.061
```

## Properties
LUMO level ... 0.4373 eV
Highest occupied orbital energy ... -7.414 eV
HOMO-LUMO gap ... 7.9 eV

---

Bottom line: b), by a margin of 0.0755 hartree.

---

a) DFT (the ωB97M-V functional and the def2-TZVPD basis) results for 4 unconnected molecules or ions with the total composition C2H10O4.

Geometry as XYZ:
```
16
Properties=species:S:1:pos:R:3
C 1.984 -0.137 -0.511
C 1.425 -0.559 0.629
O 1.214 0.336 1.657
H 1.838 -0.673 -1.438
H 2.800 0.574 -0.421
H 1.102 -1.580 0.806
H 0.385 0.028 2.052
O -1.485 -0.858 1.701
H -1.177 -0.680 0.805
H -2.308 -1.342 1.599
O -1.039 1.905 -0.389
H -1.005 2.605 0.273
H -0.194 1.465 -0.201
O -1.479 -0.602 -2.134
H -0.818 -0.645 -2.829
H -1.243 0.163 -1.601
```

## Properties
LUMO level ... 0.5838 eV
Highest occupied orbital energy ... -9.255 eV
HOMO-LUMO gap ... 9.8 eV
SMILES ... C=CO.O.O.O

---

b) DFT (the ωB97M-V functional and the def2-TZVPD basis) results for 4 unconnected molecules or ions with the total composition C2H10O4.

Geometry as XYZ:
```
16
Properties=species:S:1:pos:R:3
C -1.597 1.152 1.141
C -0.398 1.531 0.710
O 0.748 1.034 1.317
H -2.510 1.462 0.648
H -1.682 0.174 1.606
H -0.247 2.442 0.138
H 1.290 0.838 0.524
O 2.057 0.663 -1.179
H 2.615 -0.097 -1.381
H 2.046 1.302 -1.897
O 0.569 -1.918 0.711
H 1.229 -2.615 0.770
H 0.770 -1.318 1.436
O -1.598 -1.255 -1.755
H -2.304 -1.918 -1.755
H -0.988 -1.478 -1.035
```

## Properties
LUMO level ... 0.3672 eV
Highest occupied orbital energy ... -9.015 eV
HOMO-LUMO gap ... 9.4 eV
SMILES ... C=CO.O.O.O

---

Bottom line: b), by a margin of 0.0114 hartree.

---

a) DFT (the ωB97M-V functional and the def2-TZVPD basis) results for a molecular structure, C31H35Br2N6NdO2Si.

Geometry as XYZ:
```
78
Properties=species:S:1:pos:R:3
Nd -0.441 -0.059 0.579
C 3.476 0.516 -2.143
C 2.564 0.427 -1.079
N 1.471 -0.273 -1.156
C 1.268 -1.156 -2.197
C 2.335 -1.333 -3.192
C 3.442 -0.401 -3.158
C 2.131 -2.310 -4.188
C 0.901 -2.962 -4.297
C -0.141 -2.621 -3.440
C 0.103 -1.963 -2.208
N -0.527 -2.131 -1.031
C -1.411 -3.155 -0.746
C -1.444 -4.465 -1.328
C -2.508 -5.319 -1.131
C -3.540 -5.040 -0.224
C -3.408 -3.861 0.541
C -4.323 -3.492 1.625
C -4.013 -2.533 2.517
C -2.822 -1.809 2.337
N -2.113 -1.924 1.194
C -2.323 -3.017 0.346
H 4.109 1.389 -2.217
H 2.632 1.218 -0.298
H 4.197 -0.500 -3.889
H 2.948 -2.514 -4.840
H 0.749 -3.767 -5.057
H -1.155 -3.022 -3.594
H -0.710 -4.812 -2.072
H -2.566 -6.279 -1.641
H -4.324 -5.778 -0.174
H -5.220 -4.150 1.652
H -4.544 -2.413 3.476
H -2.536 -1.072 3.080
C 3.462 2.374 3.451
C 2.295 3.043 2.769
C 1.887 4.327 3.142
C 0.747 4.901 2.518
C 0.151 4.173 1.502
C 0.674 2.929 1.008
N 1.701 2.404 1.730
N 0.149 2.294 -0.041
Si -0.182 2.957 -1.613
C -1.794 4.125 -1.614
C 1.312 4.107 -2.051
C -0.223 1.816 -3.040
H 4.347 2.888 3.011
H 3.374 1.322 3.245
H 3.434 2.593 4.481
H 2.465 4.825 3.914
H 0.351 5.816 2.875
H -0.764 4.595 1.028
H -2.601 3.641 -1.001
H -2.097 4.221 -2.635
H -1.454 5.141 -1.330
H 1.496 4.918 -1.218
H 1.158 4.617 -3.030
H 2.181 3.470 -2.082
H -0.590 2.428 -3.855
H -0.922 0.996 -2.935
H 0.826 1.584 -3.300
N 1.291 -2.165 1.513
C 2.069 -1.864 2.700
C 1.219 -1.383 3.871
C 0.479 -0.066 3.782
O 0.701 0.736 4.673
O -0.310 0.060 2.769
H 0.584 -2.865 1.670
H 1.964 -2.635 0.846
H 2.713 -1.000 2.492
H 2.793 -2.643 2.965
H 1.829 -1.459 4.829
H 0.449 -2.180 4.043
Br -3.140 1.717 1.036
C -4.067 1.174 -0.682
Br -2.884 0.040 -1.717
H -4.355 2.060 -1.263
H -4.977 0.551 -0.499
```

## Properties
LUMO level (spin up / spin down) ... -0.5971 / -0.5885 eV
Highest occupied orbital energy (spin up / spin down) ... -6.837 / -6.839 eV
HOMO-LUMO gap (spin up / spin down) ... 6.2 / 6.3 eV
Expectation value of S² ... 3.752
2S+1 ... 4

---

b) DFT (the ωB97M-V functional and the def2-TZVPD basis) results for a molecular structure, C31H35Br2N6NdO2Si.

Geometry as XYZ:
```
78
Properties=species:S:1:pos:R:3
Nd 6.378 -16.772 -6.436
C 2.357 -19.289 -7.265
C 3.663 -18.973 -6.920
N 4.012 -17.767 -6.463
C 3.024 -16.880 -6.097
C 1.667 -17.132 -6.482
C 1.338 -18.376 -7.068
C 0.687 -16.131 -6.253
C 1.065 -14.916 -5.720
C 2.394 -14.660 -5.378
C 3.406 -15.656 -5.459
N 4.729 -15.447 -5.121
C 5.179 -14.696 -4.057
C 4.432 -14.378 -2.913
C 4.933 -13.605 -1.877
C 6.249 -13.183 -1.848
C 7.102 -13.548 -2.919
C 8.489 -13.198 -2.921
C 9.284 -13.709 -3.934
C 8.723 -14.581 -4.871
N 7.425 -14.894 -4.931
C 6.573 -14.357 -3.991
H 2.146 -20.304 -7.645
H 4.475 -19.668 -7.107
H 0.299 -18.563 -7.379
H -0.340 -16.314 -6.575
H 0.336 -14.107 -5.569
H 2.624 -13.661 -5.004
H 3.391 -14.719 -2.820
H 4.237 -13.299 -1.074
H 6.638 -12.627 -1.008
H 8.903 -12.592 -2.126
H 10.359 -13.513 -3.991
H 9.359 -15.036 -5.612
C 10.319 -17.720 -8.009
C 9.723 -16.385 -8.162
C 10.575 -15.327 -8.540
C 10.043 -14.077 -8.795
C 8.667 -13.898 -8.720
C 7.811 -14.988 -8.332
N 8.394 -16.193 -7.998
N 6.463 -14.997 -8.207
Si 5.265 -13.740 -8.642
C 5.782 -12.940 -10.302
C 5.130 -12.424 -7.255
C 3.611 -14.679 -8.850
H 10.483 -18.193 -8.983
H 9.690 -18.367 -7.384
H 11.318 -17.592 -7.541
H 11.647 -15.531 -8.622
H 10.717 -13.250 -9.014
H 8.247 -12.894 -8.892
H 6.691 -12.296 -10.218
H 4.956 -12.330 -10.726
H 5.962 -13.739 -11.048
H 6.070 -11.858 -7.118
H 4.869 -12.884 -6.270
H 4.338 -11.689 -7.535
H 3.730 -15.762 -8.700
H 3.195 -14.486 -9.865
H 2.852 -14.296 -8.124
N 5.551 -18.290 -3.549
C 5.959 -19.702 -3.592
C 7.427 -19.893 -4.118
C 7.731 -18.951 -5.302
O 8.429 -17.890 -5.117
O 7.168 -19.179 -6.473
H 6.014 -17.819 -2.765
H 4.543 -18.263 -3.364
H 5.270 -20.212 -4.295
H 5.820 -20.219 -2.614
H 7.531 -20.945 -4.448
H 8.158 -19.739 -3.303
Br 6.876 -20.885 -8.934
C 7.056 -19.095 -9.647
Br 5.466 -17.918 -9.516
H 7.326 -19.161 -10.691
H 7.822 -18.604 -9.039
```

## Properties
LUMO level (spin up / spin down) ... -0.3078 / -0.2988 eV
Highest occupied orbital energy (spin up / spin down) ... -6.779 / -6.796 eV
HOMO-LUMO gap (spin up / spin down) ... 6.5 / 6.5 eV
Expectation value of S² ... 3.753
2S+1 ... 4

---

Bottom line: b), by a margin of 0.0921 hartree.